Record 1
C2H2NO2S | the ωB97M-V functional and the def2-TZVPD basis

The geometry in XYZ format:
```
8
Properties=species:S:1:pos:R:3:forces:R:3
C 0.0319 -0.8896 0.0252 -1.01 0.58 -0.61
C 1.3444 1.0458 -0.0609 -0.14 -1.68 0.48
N -1.1356 -0.2280 -0.0951 -1.80 -0.73 1.13
O 0.5171 1.8535 0.1333 -1.21 1.38 0.02
O 2.4480 0.7004 -0.1885 1.59 -0.32 -0.42
S -0.0996 -2.5596 0.0582 0.52 -0.23 0.28
H -0.9972 0.7829 -0.0698 -0.82 -0.36 0.20
H -2.1089 -0.7054 0.1976 2.86 1.36 -1.07
```
Positions in Å, forces in eV/Å.

Properties
total charge = -1
strongest force on any atom = 0.065 hartree/bohr
energy above the lowest of the compared OMol25 structures with the same formula, charge and spin = 109.28 kJ/mol
lowest unoccupied orbital energy = 3.93 eV
orbital gap = 0.2442 Eh
electronic energy = -680.86560 Ha

Record 2
C3H8N2 | the ωB97M-V functional and the def2-TZVPD basis

The geometry in XYZ format:
```
13
Properties=species:S:1:pos:R:3:forces:R:3
H -1.8920 0.0407 2.5811 -0.36 0.27 -0.23
N -1.3526 0.5994 1.9223 0.33 -0.68 0.39
C -0.9118 -0.1589 0.9995 0.02 0.53 -0.77
N 0.0583 0.3088 0.1265 -1.16 0.55 -0.16
C 0.2614 -0.2828 -1.2092 -0.79 0.76 0.84
C 1.7320 -0.2848 -1.4939 1.61 -1.72 0.15
H -1.3044 -1.1429 0.7370 0.29 -0.35 0.41
H -0.0235 1.3219 0.1691 0.67 -0.06 -0.16
H -0.2999 0.2013 -2.0188 0.04 0.45 0.28
H -0.2514 -1.2461 -1.1346 0.81 -0.41 -0.24
H 2.3410 0.6143 -1.3906 -0.92 0.65 -0.35
H 1.9772 -0.7648 -2.4460 -0.13 0.25 -0.09
H 2.2596 -0.8941 -0.7439 -0.41 -0.25 -0.06
```
Positions in Å, forces in eV/Å.

Properties
SMILES = [H]/N=C/NCC
strongest force on any atom = 0.046 hartree/bohr
energy above the lowest of the compared OMol25 structures with the same formula, charge and spin = 149.28 kJ/mol
lowest unoccupied orbital energy = 1.08 eV
orbital gap = 0.3729 Eh
electronic energy = -228.59180 Ha

Record 3
C21H25N5OS | the ωB97M-V functional and the def2-TZVPD basis

The geometry in XYZ format:
```
53
Properties=species:S:1:pos:R:3:forces:R:3
O 1.6234 0.1061 -1.6296 0.52 -0.10 0.05
C 0.4119 0.1593 -1.6633 -0.71 -0.09 0.20
N -0.2729 0.4608 -2.7892 -0.24 0.12 -0.34
C 0.3692 0.6398 -4.0716 0.06 -0.15 -0.16
C 0.0867 -0.5332 -5.0104 0.24 0.36 0.02
C 0.7989 -0.3636 -6.3560 -0.23 -0.17 0.19
C 0.5087 -1.5378 -7.2474 0.09 0.12 -0.07
C 1.2877 -2.6856 -7.1753 -0.01 0.03 -0.01
C 0.9992 -3.7850 -7.9638 0.03 -0.09 0.01
C -0.0765 -3.7517 -8.8348 -0.03 -0.08 -0.06
C -0.8602 -2.6134 -8.9127 -0.08 -0.03 -0.05
C -0.5693 -1.5154 -8.1225 0.03 0.01 0.02
C -0.4950 -0.0683 -0.4522 0.08 -0.11 0.12
C -1.0102 1.2793 0.0804 0.12 0.06 0.04
C 0.1179 2.0570 0.7601 -0.33 0.28 -0.15
N 0.6967 1.2599 1.8219 0.40 0.07 -0.32
C 0.1372 1.3344 3.0398 0.11 -0.34 0.92
N -0.6926 2.2535 3.4158 0.20 0.23 -1.60
N -1.0418 2.1816 4.6949 -0.44 -0.18 1.80
C -0.5083 1.2095 5.3382 0.60 -0.14 -1.52
N -0.7259 0.9349 6.6560 -0.21 -0.05 0.78
C -0.1860 -0.0996 7.3741 0.20 -0.34 0.17
C -0.6563 -0.0270 8.6498 0.10 -0.11 -0.05
C -1.5180 1.0957 8.7172 -0.05 0.09 -0.06
C -1.5420 1.6664 7.4814 -0.26 0.27 0.18
S 0.5702 0.2069 4.3444 -0.56 0.68 -0.01
C 1.2874 0.0320 1.3409 0.04 -0.37 -0.06
C 0.2289 -0.8386 0.6590 0.17 0.08 -0.17
H -1.2799 0.4230 -2.7833 0.08 -0.03 0.16
H 1.4407 0.7148 -3.8740 -0.11 0.08 -0.07
H 0.0229 1.5762 -4.5215 0.10 -0.03 0.00
H 0.4241 -1.4574 -4.5368 -0.05 -0.03 0.03
H -0.9902 -0.6172 -5.1805 -0.03 -0.07 0.01
H 0.4583 0.5594 -6.8299 0.07 0.04 -0.03
H 1.8735 -0.2832 -6.1822 0.03 0.07 -0.03
H 2.1295 -2.7148 -6.4980 0.11 0.00 0.08
H 1.6156 -4.6698 -7.8995 0.05 -0.07 0.00
H -0.3019 -4.6089 -9.4517 -0.01 -0.06 -0.05
H -1.7001 -2.5804 -9.5915 -0.06 0.00 -0.05
H -1.1832 -0.6280 -8.1891 -0.05 0.11 -0.01
H -1.3514 -0.6651 -0.7884 0.07 0.06 0.00
H -1.4304 1.8767 -0.7301 -0.07 0.02 0.02
H -1.7972 1.0989 0.8161 -0.04 0.02 -0.02
H -0.2604 2.9830 1.1932 0.09 -0.04 -0.12
H 0.9123 2.2789 0.0426 -0.01 0.06 0.04
H 0.4863 -0.7974 6.9143 0.11 -0.11 -0.06
H -0.4183 -0.6953 9.4532 0.09 -0.16 0.10
H -2.0524 1.4330 9.5829 -0.12 0.12 0.11
H -2.0588 2.5234 7.1014 -0.08 0.14 -0.08
H 1.7444 -0.5048 2.1744 0.07 0.03 -0.07
H 2.0623 0.2901 0.6161 -0.03 -0.08 0.18
H 0.7105 -1.7224 0.2400 -0.03 -0.07 0.03
H -0.5052 -1.1622 1.4015 -0.01 -0.03 0.00
```
Positions in Å, forces in eV/Å.

Properties
SMILES = O=C(NCCCc1ccccc1)C1CCN(c2nnc(-n3cccc3)s2)CC1
strongest force on any atom = 0.036 hartree/bohr
energy above the lowest of the compared OMol25 structures with the same formula, charge and spin = 94.36 kJ/mol
lowest unoccupied orbital energy = 0.56 eV
orbital gap = 0.3070 Eh
electronic energy = -1562.44059 Ha

Record 4
C23H14ClF6NO2S | the ωB97M-V functional and the def2-TZVPD basis

The geometry in XYZ format:
```
48
Properties=species:S:1:pos:R:3:forces:R:3
N 4.5025 8.7366 9.4954 -1.43 -1.84 -2.09
C 3.9493 8.0504 8.7177 1.20 1.49 1.61
C 3.2098 7.2119 7.7870 0.20 -0.35 -0.13
C 3.2461 5.8088 7.9171 0.18 0.68 0.52
C 2.4454 5.0346 7.0943 0.40 -0.72 0.22
C 1.6666 5.6091 6.0986 0.98 0.40 -0.27
S 0.8185 4.5515 4.9483 -2.55 -1.02 -0.56
O 0.5198 3.3333 5.6395 0.44 -0.32 0.54
O -0.2919 5.3038 4.4159 0.17 0.63 -0.10
C 1.7212 4.0590 3.4175 -1.86 1.67 -1.11
Cl 3.0861 3.2233 3.8850 2.09 -1.21 0.19
C 0.5917 3.2753 2.1929 0.03 2.93 2.41
C 1.2925 2.9801 0.9258 0.47 -0.24 -1.53
C 1.8673 4.0315 0.2146 0.43 0.41 0.72
C 2.8223 3.7595 -0.7482 -0.15 0.38 -1.15
C 3.0249 2.4463 -1.1783 -0.50 -0.99 -0.70
C 4.0822 2.0722 -2.1672 1.25 -0.01 -0.05
F 4.9697 1.2079 -1.5359 -0.76 0.76 -0.97
F 4.8110 3.1459 -2.5846 -0.51 -0.89 0.12
F 3.6144 1.4276 -3.2741 0.40 0.52 0.95
C 2.2150 1.3666 -0.7529 -0.42 1.93 0.74
C 1.3728 1.6932 0.3175 0.28 -0.42 0.68
C -0.1469 2.1094 2.7117 -0.24 -1.32 0.17
C 0.6570 1.0366 3.0628 0.82 0.07 0.55
C 0.1055 -0.0244 3.7614 0.49 -1.15 -0.40
C -1.2676 -0.2414 3.7206 -0.50 0.00 -0.03
C -1.8713 -1.5104 4.2659 -0.12 -0.14 1.28
F -2.7963 -1.1745 5.2350 0.64 -0.57 -0.76
F -2.5194 -2.3003 3.3738 0.44 0.76 0.34
F -0.9270 -2.2915 4.8609 -0.70 0.38 -0.31
C -2.1293 0.7189 3.1768 0.90 -0.07 -0.10
C -1.5302 1.8890 2.7193 -0.24 0.80 0.12
C 1.6588 6.9970 5.9532 0.16 0.05 -0.23
C 2.4509 7.7957 6.7626 0.15 0.33 0.52
H 3.9199 5.3533 8.6652 -0.67 0.26 -0.45
H 2.4476 3.9593 7.2603 -0.07 0.15 -0.34
H 1.9432 5.1032 3.0314 0.08 -1.43 -0.23
H 0.0566 4.2599 2.2647 -0.42 -1.24 -1.11
H 1.6432 5.0761 0.5042 0.28 -0.70 -0.17
H 3.2890 4.6132 -1.2822 -0.03 -0.89 0.51
H 2.1727 0.3639 -1.2134 0.42 0.78 0.37
H 0.8601 0.8531 0.7727 -0.25 0.27 -0.15
H 1.7279 1.0571 2.7424 -0.91 -0.02 1.13
H 0.7742 -0.7469 4.2534 -0.49 0.20 -0.51
H -3.2124 0.5567 3.1268 0.55 0.13 0.00
H -2.1605 2.6712 2.3408 -0.27 0.34 -0.05
H 1.0416 7.4846 5.2196 -0.13 -0.14 -0.34
H 2.5053 8.8849 6.6151 -0.26 -0.64 0.13
```
Positions in Å, forces in eV/Å.

Properties
SMILES = N#Cc1ccc(S(=O)(=O)[C@@H](Cl)C(c2ccc(C(F)(F)F)cc2)c2ccc(C(F)(F)F)cc2)cc1
strongest force on any atom = 0.074 hartree/bohr
energy above the lowest of the compared OMol25 structures with the same formula, charge and spin = 0.00 kJ/mol
lowest unoccupied orbital energy = -1.16 eV
orbital gap = 0.3155 Eh
electronic energy = -2547.61186 Ha

Record 5
C3H3NOS2 | the ωB97M-V functional and the def2-TZVPD basis

The geometry in XYZ format:
```
10
Properties=species:S:1:pos:R:3:forces:R:3
S 1.9412 -1.7042 -0.2105 2.02 -1.78 0.04
C 0.9323 -0.5094 -0.0812 -2.82 -0.11 0.31
C 0.9905 0.8646 0.1979 -3.64 0.96 -1.42
C -0.2791 1.3728 -0.1793 4.78 2.13 0.27
O -1.1861 0.4900 -0.2838 -1.88 -1.14 -1.76
N -0.4927 -0.7861 -0.4335 1.76 2.63 0.42
S -1.4757 -2.0033 -0.0955 -1.70 -0.89 3.03
H 1.7998 1.4789 0.4276 1.31 0.51 0.03
H -0.3641 2.4006 -0.6774 -0.70 -1.33 1.52
H -1.8661 -1.6040 1.3357 0.87 -0.97 -2.44
```
Positions in Å, forces in eV/Å.

Properties
SMILES = S=c1ccon1S
strongest force on any atom = 0.102 hartree/bohr
energy above the lowest of the compared OMol25 structures with the same formula, charge and spin = 411.94 kJ/mol
lowest unoccupied orbital energy = -0.47 eV
orbital gap = 0.3002 Eh
electronic energy = -1042.34178 Ha

Record 6
C14H48N6O14 | the ωB97M-V functional and the def2-TZVPD basis

The geometry in XYZ format:
```
82
Properties=species:S:1:pos:R:3:forces:R:3
N 2.0934 -15.1184 3.8004 -0.45 1.48 0.59
C 1.9050 -13.8539 4.4990 -0.86 0.12 0.00
N 0.7661 -13.8371 5.4549 1.35 -1.03 -1.10
O 2.6014 -12.8522 4.2902 -1.35 -2.14 0.66
H 1.3011 -15.7576 3.6168 0.46 1.00 0.83
H 2.6653 -15.1136 2.9502 -0.04 0.85 0.84
H 0.2526 -14.6873 5.7285 0.90 0.41 -0.81
H 0.6088 -13.1364 6.1812 0.89 0.12 -0.86
N -0.3884 -18.6034 2.0948 -0.14 1.37 0.78
C -0.6401 -17.3795 2.7561 -0.51 -0.41 -0.25
N -1.8567 -16.7103 2.5856 1.43 -1.33 -0.47
O 0.2211 -16.9460 3.5554 -1.58 -1.31 -0.85
H -1.0495 -19.1174 1.5150 0.38 0.52 0.41
H 0.5108 -19.0266 2.3407 -0.85 0.22 -0.27
H -1.8314 -15.7102 2.8362 0.11 -0.25 0.16
H -2.4467 -16.9361 1.7894 0.38 -0.12 0.30
N -2.3417 -13.9865 5.6616 -0.74 1.07 -2.05
C -2.4283 -13.6294 4.2749 -0.50 0.03 -0.13
N -3.4056 -12.6411 3.9200 1.43 -1.47 1.24
O -1.7166 -14.1657 3.4009 -1.35 1.21 1.68
H -2.9711 -13.5485 6.3316 0.05 -0.26 -0.57
H -1.9541 -14.9175 5.8818 0.03 0.54 -0.44
H -4.0264 -12.2860 4.6345 0.20 -0.05 -0.31
H -3.5367 -12.3274 2.9637 0.41 -0.37 0.48
O 0.0042 -14.3802 11.1293 -1.48 -0.06 1.83
C 0.7116 -14.4698 9.9789 2.56 1.09 -1.08
C -0.0587 -14.7926 8.7700 -1.66 0.17 -0.84
O -0.9183 -13.6166 8.4772 1.25 -0.79 0.34
H -0.8007 -13.8760 10.9645 -0.01 0.07 -0.03
H 1.2426 -13.5112 9.7637 -0.13 -0.33 0.09
H 1.5119 -15.2064 10.1247 -0.22 -0.07 -0.04
H -0.7334 -15.6270 9.0312 0.24 0.01 -0.44
H 0.6436 -15.0571 7.9548 -0.62 0.25 0.17
H -1.4657 -13.7558 7.6991 0.27 -0.29 0.01
O 0.1327 -21.2535 8.6688 -1.03 -0.15 0.57
C -1.2088 -21.6400 9.0666 0.30 -0.46 -0.74
C -1.3332 -22.0602 10.5209 0.60 0.48 -0.15
O -1.1590 -20.9223 11.3821 -0.18 -0.49 -0.22
H 0.4271 -20.5484 9.2582 -0.09 -0.04 0.08
H -1.9360 -20.8493 8.8092 0.21 -0.15 0.14
H -1.4331 -22.5217 8.4421 -0.01 0.37 0.12
H -0.5086 -22.7571 10.7040 -0.13 0.16 0.29
H -2.2782 -22.5800 10.7281 0.09 0.15 -0.17
H -1.9878 -20.4321 11.3392 0.13 0.10 0.14
O -7.0674 -15.6981 8.8367 -0.24 0.02 -0.22
C -5.9394 -15.6746 9.6657 0.02 -0.28 0.71
C -4.7195 -15.0962 8.9686 0.02 0.60 0.51
O -3.6221 -14.9716 9.8752 0.23 -0.30 -0.34
H -6.9351 -16.4045 8.1926 0.12 -0.12 -0.02
H -6.1566 -14.9874 10.4915 -0.08 -0.16 -0.07
H -5.7656 -16.6701 10.1434 0.18 0.41 -0.47
H -4.9613 -14.0469 8.8146 -0.16 0.05 -0.60
H -4.4964 -15.5634 7.9877 0.11 -0.09 0.58
H -3.4555 -15.7924 10.3458 -0.10 -0.21 -0.08
O -1.1145 -16.4217 6.0083 -0.07 -0.08 0.53
C -2.1965 -17.1422 6.6147 -0.15 1.61 0.03
C -2.2183 -18.5974 6.3544 0.88 -1.00 -0.42
O -3.4896 -18.9806 5.8780 -0.66 -0.72 0.13
H -0.8225 -16.7104 5.1279 -0.16 -0.31 -0.17
H -2.0930 -16.8752 7.6641 -0.10 -0.23 0.20
H -3.1736 -16.7304 6.2899 0.35 -0.10 -0.09
H -1.9495 -19.2108 7.2180 0.06 0.17 0.13
H -1.4641 -18.8069 5.5879 0.12 -0.11 -0.01
H -3.4476 -19.9548 5.8334 -0.14 0.30 -0.11
C -2.8207 -21.2508 3.7442 -0.05 -0.13 1.46
O -2.4912 -21.7760 5.0805 -0.12 0.27 -0.95
H -3.9025 -21.0968 3.8487 0.27 -0.06 -0.56
H -2.3431 -20.2691 3.6179 -0.03 -0.31 -0.21
H -2.5856 -21.9473 2.9210 -0.05 0.24 0.47
H -1.5377 -21.8910 5.1797 -0.03 0.18 -0.21
C 1.9062 -20.4816 6.1856 -0.26 -0.22 -0.25
O 1.0477 -20.2073 5.0635 0.34 0.03 0.00
H 1.6608 -21.4762 6.5542 -0.07 0.09 -0.02
H 2.9551 -20.4841 5.8872 0.03 0.13 0.04
H 1.7253 -19.7701 6.9918 0.13 0.06 -0.04
H 1.4809 -19.5184 4.5432 -0.24 0.01 0.21
C -6.8676 -17.9489 5.9524 0.11 0.29 -1.26
O -6.0969 -17.9074 7.1246 -0.06 -0.01 0.39
H -6.4285 -17.2997 5.1691 -0.15 -0.15 0.26
H -6.8955 -18.9605 5.5212 -0.30 0.16 0.23
H -7.8707 -17.5657 6.1463 0.05 -0.26 0.15
H -5.2639 -18.3312 6.8959 0.46 -0.01 0.10
```
Positions in Å, forces in eV/Å.

Properties
SMILES = NC(N)=O.NC(N)=O.NC(N)=O.OCCO.OCCO.OCCO.OCCO.CO.CO.CO
strongest force on any atom = 0.058 hartree/bohr
lowest unoccupied orbital energy = 0.03 eV
orbital gap = 0.3315 Eh
electronic energy = -1944.07665 Ha

Record 7
C2H4BrClIN | the ωB97M-V functional and the def2-TZVPD basis

The geometry in XYZ format:
```
10
Properties=species:S:1:pos:R:3:forces:R:3
C 0.4996 -0.9959 -0.6448 -0.43 0.53 -3.21
C -0.2751 1.0074 0.5155 1.05 -0.16 -0.64
N -0.4791 -0.2718 0.1095 -1.21 0.52 0.44
Cl 1.1372 1.3607 1.6209 -0.17 -0.23 -0.82
Br -1.7582 1.8931 1.2275 -0.40 0.61 -0.28
I -1.7224 -1.4099 1.4392 0.68 -0.24 -0.63
H 1.0286 -0.3267 -1.3527 -0.36 0.42 0.66
H 1.2650 -1.4204 -0.1016 1.46 -1.23 1.56
H 0.1055 -1.7098 -1.4240 -0.32 0.31 1.45
H 0.1989 1.8733 -1.3894 -0.29 -0.54 1.47
```
Positions in Å, forces in eV/Å.

Properties
strongest force on any atom = 0.064 hartree/bohr
energy above the lowest of the compared OMol25 structures with the same formula, charge and spin = 382.65 kJ/mol
lowest unoccupied orbital energy (alpha / beta) = -1.31 / -1.72 eV
orbital gap (alpha / beta) = 0.2693 / 0.2813 Eh
electronic energy = -3465.07349 Ha

Record 8
CH3I2N | the ωB97M-V functional and the def2-TZVPD basis

The geometry in XYZ format:
```
7
Properties=species:S:1:pos:R:3:forces:R:3
C 0.6261 -1.1950 -0.2475 -0.78 0.45 1.55
N -0.9601 1.5895 0.9217 0.09 2.54 0.87
I -1.2477 3.8545 -0.0487 0.35 -1.62 0.33
I -1.2190 0.0947 -0.1637 0.42 -1.87 -1.59
H 1.5379 -0.8610 -0.6385 0.90 1.34 -1.00
H 0.7930 -1.3137 0.8091 -0.01 -0.02 0.50
H 0.4698 -2.1689 -0.6324 -0.96 -0.83 -0.65
```
Positions in Å, forces in eV/Å.

Properties
strongest force on any atom = 0.052 hartree/bohr
energy above the lowest of the compared OMol25 structures with the same formula, charge and spin = 396.15 kJ/mol
lowest unoccupied orbital energy (alpha / beta) = -1.56 / -1.02 eV
orbital gap (alpha / beta) = 0.2615 / 0.2747 Eh
electronic energy = -689.84925 Ha

Q: Which of these has the lowest strongest force on any atom?
A: C21H25N5OS